Entry from the OMol25 dataset: a structure of composition C60H47N6O5P2SZr (ωB97M-V with the def2-TZVPD basis set).

charge	+3
gap between HOMO and LUMO	5.35	eV
molar mass	1117.31	g mol⁻¹

```
122
C60H47N6O5P2SZr | the OMol25 dataset | ωB97M-V with the def2-TZVPD basis set
Zr 0.35 -0.84 -0.79
O -1.34 0.14 -1.56
P -2.62 0.26 -2.42
C -2.65 -1.19 -3.49
P -2.05 -2.61 -2.54
O -0.64 -2.28 -2.05
C -3.15 -2.81 -1.14
C -2.74 -2.41 0.13
C -3.58 -2.57 1.22
C -4.84 -3.12 1.04
C -5.26 -3.52 -0.23
C -4.41 -3.37 -1.32
C -2.12 -4.07 -3.53
C -2.22 -4.00 -4.92
C -2.25 -5.18 -5.65
C -2.17 -6.40 -5.00
C -2.07 -6.47 -3.61
C -2.05 -5.30 -2.87
C -4.05 0.38 -1.36
C -5.33 0.30 -1.89
C -6.43 0.51 -1.07
C -6.24 0.81 0.27
C -4.96 0.89 0.81
C -3.86 0.67 0.00
C -2.64 1.70 -3.45
C -2.76 2.94 -2.80
C -2.84 4.10 -3.56
C -2.82 4.02 -4.95
C -2.71 2.80 -5.59
C -2.62 1.63 -4.84
H -1.90 -1.02 -4.27
H -3.62 -1.37 -3.94
H -1.78 -1.95 0.26
H -3.26 -2.25 2.21
H -5.50 -3.25 1.89
H -6.25 -3.95 -0.36
H -4.73 -3.71 -2.30
H -2.28 -3.05 -5.43
H -2.32 -5.14 -6.73
H -2.20 -7.32 -5.58
H -2.02 -7.43 -3.11
H -1.97 -5.34 -1.79
H -5.48 0.09 -2.95
H -7.43 0.46 -1.49
H -7.10 0.99 0.91
H -4.82 1.13 1.85
H -2.86 0.73 0.41
H -2.82 2.99 -1.72
H -2.94 5.06 -3.06
H -2.90 4.93 -5.54
H -2.71 2.74 -6.67
H -2.54 0.68 -5.36
C 3.48 7.30 10.15
O 3.41 7.67 8.77
C 3.05 6.74 7.88
C 2.97 7.16 6.55
C 2.61 6.27 5.57
C 2.33 4.93 5.88
C 2.41 4.53 7.21
C 2.77 5.42 8.21
C 1.95 4.01 4.82
N 1.69 4.34 3.56
C 1.37 3.18 2.94
C 1.43 2.11 3.81
N 1.80 2.66 5.01
C 1.14 0.78 3.41
C 1.16 -0.33 4.27
C 0.82 -1.56 3.78
C 0.47 -1.68 2.44
N 0.46 -0.67 1.59
C 0.78 0.57 2.07
C 0.71 1.68 1.16
N 0.33 1.40 -0.11
C 0.23 2.41 -0.97
C 0.49 3.73 -0.62
C 0.88 4.02 0.66
C 1.00 2.98 1.58
H 3.76 8.19 10.69
H 4.24 6.53 10.30
H 2.51 6.94 10.51
H 3.20 8.19 6.32
H 2.55 6.59 4.53
H 2.19 3.51 7.49
H 2.82 5.07 9.23
H 1.96 2.19 5.88
H 1.45 -0.22 5.31
H 0.81 -2.44 4.41
H 0.20 -2.65 2.06
H -0.06 2.16 -1.97
H 0.39 4.50 -1.37
H 1.10 5.03 0.98
O 2.60 0.07 -0.55
S 2.55 -0.30 -1.98
O 1.33 0.32 -2.56
N 2.05 -1.79 -1.96
C 2.78 -2.91 -1.50
C 4.01 -3.29 -1.95
C 4.57 -4.52 -1.55
C 3.87 -5.37 -0.75
C 2.58 -5.01 -0.29
C 1.77 -5.87 0.47
C 0.52 -5.45 0.84
C 0.12 -4.15 0.54
N 0.87 -3.28 -0.12
C 2.07 -3.73 -0.60
C 3.99 0.07 -2.83
C 3.94 -0.01 -4.22
C 5.12 0.21 -4.92
C 6.29 0.51 -4.23
C 6.31 0.59 -2.84
C 5.15 0.37 -2.12
H 4.55 -2.66 -2.65
H 5.55 -4.80 -1.91
H 4.26 -6.35 -0.49
H 2.13 -6.86 0.72
H -0.15 -6.10 1.40
H -0.85 -3.81 0.87
H 3.02 -0.24 -4.74
H 5.12 0.16 -6.00
H 7.21 0.67 -4.78
H 7.23 0.83 -2.32
H 5.13 0.43 -1.03
```